{"formula": "C23H28Br9F15O10", "method": "wB97M-V/def2-TZVPD", "homo_ev": -10.09, "multiplicity": 1, "total_charge": 0, "symbols": ["C", "Br", "Br", "Br", "H", "C", "Br", "Br", "Br", "H", "C", "Br", "Br", "Br", "H", "C", "C", "O", "C", "O", "C", "F", "F", "F", "H", "H", "H", "H", "H", "C", "C", "O", "C", "O", "C", "F", "F", "F", "H", "H", "H", "H", "H", "C", "C", "O", "C", "O", "C", "F", "F", "F", "H", "H", "H", "H", "H", "C", "C", "O", "C", "O", "C", "F", "F", "F", "H", "H", "H", "H", "H", "C", "C", "O", "C", "O", "C", "F", "F", "F", "H", "H", "H", "H", "H"], "coordinates": [[0.725, -2.255, 7.513], [0.808, -3.835, 8.609], [2.450, -1.326, 7.549], [-0.776, -1.092, 7.920], [0.527, -2.639, 6.522], [0.027, 2.097, -5.081], [-0.058, 1.617, -6.991], [1.766, 1.650, -4.334], [-1.303, 1.141, -4.132], [-0.336, 3.116, -5.097], [3.277, 0.568, -0.103], [4.072, 0.439, 1.678], [4.688, 0.874, -1.459], [1.823, 1.893, -0.194], [2.872, -0.407, -0.335], [-1.351, -5.789, -5.681], [-1.279, -5.726, -4.166], [-2.440, -5.142, -3.537], [-2.476, -3.839, -3.441], [-1.757, -3.047, -3.962], [-3.672, -3.385, -2.577], [-4.703, -4.230, -2.735], [-3.377, -3.398, -1.260], [-4.065, -2.165, -2.919], [-1.587, -4.887, -6.242], [-2.008, -6.603, -5.982], [-0.344, -6.073, -6.002], [-0.305, -5.388, -3.815], [-1.323, -6.759, -3.822], [4.382, 2.011, 6.598], [3.955, 2.363, 5.184], [2.958, 3.400, 5.301], [3.421, 4.625, 5.192], [4.534, 5.005, 4.980], [2.351, 5.716, 5.414], [1.197, 5.233, 5.945], [2.840, 6.581, 6.331], [2.055, 6.342, 4.281], [4.569, 2.902, 7.192], [5.283, 1.398, 6.540], [3.608, 1.397, 7.057], [3.520, 1.510, 4.664], [4.812, 2.597, 4.552], [1.699, -2.444, -7.592], [0.536, -2.603, -6.603], [0.857, -2.115, -5.320], [1.296, -2.907, -4.377], [1.703, -4.020, -4.504], [1.537, -2.207, -3.015], [0.964, -2.917, -2.038], [2.844, -2.052, -2.850], [0.959, -0.991, -2.985], [1.400, -2.967, -8.502], [2.548, -2.964, -7.144], [2.062, -1.453, -7.855], [0.243, -3.658, -6.568], [-0.404, -2.140, -6.908], [-5.780, 3.733, 2.381], [-4.701, 3.288, 1.398], [-3.416, 3.494, 1.963], [-2.382, 3.745, 1.215], [-2.336, 3.739, 0.021], [-1.110, 4.083, 2.053], [-0.053, 3.518, 1.462], [-0.928, 5.406, 1.975], [-1.207, 3.699, 3.307], [-5.594, 3.332, 3.374], [-6.737, 3.359, 2.009], [-5.941, 4.810, 2.372], [-4.861, 3.826, 0.460], [-4.740, 2.241, 1.087], [-1.268, 0.135, -0.978], [-1.144, -0.896, 0.174], [-0.982, -0.256, 1.425], [0.139, -0.451, 2.097], [1.137, -0.956, 1.664], [0.149, 0.105, 3.530], [0.783, 1.276, 3.557], [-1.118, 0.304, 3.956], [0.716, -0.748, 4.372], [-0.269, 0.538, -1.127], [-1.916, 0.984, -0.759], [-1.596, -0.337, -1.899], [-0.360, -1.588, -0.122], [-2.090, -1.436, 0.141]], "forces_ev_per_angstrom": [[0.103, 0.071, -0.005], [-0.117, 0.141, 0.162], [-0.737, -0.247, -0.112], [0.470, -0.241, 0.049], [0.289, 0.292, -0.144], [-0.053, -0.742, -0.856], [0.197, 0.051, 0.325], [-0.428, 0.864, -0.373], [-0.550, -0.223, 0.154], [0.911, 0.285, 0.429], [0.358, 0.397, -0.106], [-0.249, 0.209, -0.632], [-0.763, 0.024, 0.595], [1.117, -0.629, 0.082], [-0.175, 0.071, 0.087], [0.472, -0.399, -0.166], [0.103, -1.151, -0.441], [0.422, -0.198, 0.386], [-0.468, 0.179, -0.045], [0.748, 0.477, -0.146], [-0.580, -0.612, 0.347], [-0.018, 0.219, -0.112], [0.266, 0.211, -0.374], [0.114, 0.037, 0.092], [-0.231, 0.181, 0.416], [-0.188, 0.200, -0.127], [-0.033, -0.064, -0.064], [-0.417, 0.905, 0.201], [-0.106, 0.005, 0.082], [0.021, -0.652, -0.467], [0.503, -0.757, 0.310], [0.132, -0.105, -0.753], [-0.108, 0.898, 0.010], [0.311, -0.462, -0.136], [-0.787, -0.471, 1.302], [0.544, 0.147, -0.507], [-0.204, -0.052, -0.760], [0.165, 0.143, 0.145], [0.096, -0.007, 0.001], [0.080, 0.096, 0.168], [-0.039, 0.204, 0.230], [-0.591, 0.117, 0.266], [-0.181, 0.882, 0.148], [-0.151, -0.613, 0.499], [-0.266, -0.590, -1.317], [-0.504, 1.079, 0.975], [1.052, 0.294, -0.157], [-0.261, -1.160, -0.119], [-1.548, 0.863, -1.073], [0.681, -0.164, 0.162], [0.026, -0.226, 0.579], [0.332, -0.279, 0.243], [0.188, 0.026, -0.085], [0.049, -0.155, -0.223], [-0.546, 0.271, 0.256], [0.543, -0.019, 0.329], [0.327, 0.629, 0.069], [-0.149, -0.523, -0.581], [-0.976, -0.070, -0.906], [-0.066, 0.482, 1.271], [0.612, -0.157, -0.398], [-0.013, 0.050, -0.357], [-0.648, 0.069, -1.237], [0.046, -0.208, 0.415], [0.020, 0.234, 0.442], [0.282, -0.001, 0.357], [-0.087, 0.178, 0.093], [0.070, -0.317, 0.128], [0.548, 0.086, 0.293], [0.575, 0.261, 0.087], [-0.261, -0.079, 0.470], [0.854, 0.068, 0.964], [-1.110, 0.304, -2.694], [-0.139, 0.038, 1.089], [0.786, -0.204, -0.829], [-0.020, -0.264, 0.094], [-1.564, 0.347, -0.115], [0.204, -0.144, 0.138], [0.367, 0.076, 0.035], [0.370, -0.005, -0.011], [-0.126, 0.114, -0.386], [-0.185, -0.171, 0.193], [-0.017, -0.293, 0.115], [0.275, 0.034, 0.686], [0.024, -0.154, 0.845]]}

=====

{"formula": "C18H27N3O4", "method": "wB97M-V/def2-TZVPD", "smiles": "COc1ccc(OC)c(CNC(=O)[C@H]2CCCN(C(=O)N(C)C)C2)c1", "homo_ev": -8.11, "multiplicity": 1, "total_charge": 0, "symbols": ["C", "O", "C", "C", "C", "C", "O", "C", "C", "C", "N", "C", "O", "C", "C", "C", "C", "N", "C", "O", "N", "C", "C", "C", "C", "H", "H", "H", "H", "H", "H", "H", "H", "H", "H", "H", "H", "H", "H", "H", "H", "H", "H", "H", "H", "H", "H", "H", "H", "H", "H", "H"], "coordinates": [[-7.528, -0.423, -1.408], [-6.408, -1.181, -1.019], [-5.367, -0.535, -0.417], [-5.305, 0.827, -0.168], [-4.189, 1.374, 0.450], [-3.122, 0.576, 0.830], [-1.986, 1.026, 1.435], [-1.915, 2.373, 1.825], [-3.181, -0.808, 0.585], [-2.020, -1.677, 0.986], [-0.823, -1.322, 0.249], [0.285, -0.841, 0.857], [0.454, -0.876, 2.056], [1.315, -0.280, -0.121], [0.843, 1.079, -0.654], [1.919, 1.681, -1.553], [3.242, 1.779, -0.799], [3.628, 0.453, -0.352], [4.988, 0.233, -0.204], [5.804, 1.133, -0.284], [5.357, -1.070, 0.011], [4.624, -2.202, -0.502], [6.743, -1.333, 0.318], [2.662, -0.094, 0.580], [-4.291, -1.338, -0.037], [-8.226, -1.134, -1.848], [-8.002, 0.064, -0.549], [-7.263, 0.333, -2.154], [-6.113, 1.486, -0.444], [-4.172, 2.437, 0.629], [-2.736, 2.643, 2.496], [-0.971, 2.471, 2.359], [-1.916, 3.046, 0.960], [-2.263, -2.731, 0.813], [-1.773, -1.527, 2.041], [-0.930, -1.203, -0.746], [1.431, -0.975, -0.960], [-0.095, 0.974, -1.204], [0.660, 1.741, 0.195], [1.618, 2.674, -1.889], [2.056, 1.049, -2.433], [4.035, 2.163, -1.442], [3.135, 2.462, 0.056], [4.311, -2.871, 0.306], [5.265, -2.770, -1.184], [3.750, -1.866, -1.053], [7.200, -0.409, 0.664], [6.802, -2.091, 1.102], [7.289, -1.688, -0.562], [3.011, -1.037, 0.994], [2.517, 0.599, 1.422], [-4.353, -2.397, -0.233]], "forces_ev_per_angstrom": [[-0.142, 0.098, -0.054], [0.252, -0.146, 0.099], [0.054, 0.136, 0.035], [-0.326, -0.302, -0.196], [0.434, 0.074, 0.214], [-0.221, 0.038, -0.118], [-0.100, -0.354, -0.056], [0.034, 0.211, 0.066], [0.062, 0.088, 0.021], [0.011, -0.009, 0.153], [-0.352, -0.220, -0.242], [0.358, -0.112, -0.616], [0.121, 0.106, 0.454], [0.002, 0.212, 0.466], [0.088, -0.132, -0.354], [-0.007, 0.100, 0.293], [0.093, 0.112, -0.450], [-0.077, 0.173, -0.131], [-0.024, -0.095, -0.011], [0.178, 0.259, -0.011], [0.080, -0.071, 0.054], [-0.106, -0.104, 0.011], [0.082, 0.157, 0.141], [-0.247, -0.347, 0.114], [-0.101, 0.155, 0.010], [0.010, 0.093, 0.020], [0.024, -0.001, -0.029], [-0.007, -0.013, 0.038], [-0.097, 0.024, -0.044], [0.038, 0.097, 0.035], [0.010, -0.011, -0.035], [-0.057, 0.059, -0.029], [-0.020, -0.026, 0.031], [-0.034, 0.105, 0.116], [-0.061, -0.125, -0.114], [0.134, 0.054, 0.063], [0.015, 0.007, 0.020], [-0.053, 0.041, 0.067], [-0.075, 0.038, 0.072], [-0.004, 0.016, -0.048], [0.025, 0.023, -0.064], [-0.106, 0.027, 0.125], [0.056, -0.009, -0.022], [-0.043, -0.032, -0.063], [-0.044, 0.005, 0.003], [-0.021, -0.048, 0.006], [0.046, -0.112, 0.002], [0.056, -0.037, -0.023], [-0.001, 0.004, 0.007], [-0.005, 0.064, 0.023], [0.044, -0.100, -0.029], [0.023, -0.169, -0.018]]}

=====

{"formula": "C23H44AlBrFN5O2P", "method": "wB97M-V/def2-TZVPD", "homo_ev": -1.19, "multiplicity": 1, "total_charge": -1, "symbols": ["C", "C", "O", "C", "Al", "F", "P", "O", "Br", "H", "H", "H", "H", "H", "H", "H", "H", "H", "C", "C", "C", "C", "N", "H", "H", "H", "H", "H", "H", "H", "C", "C", "C", "C", "N", "H", "H", "H", "H", "H", "H", "H", "C", "C", "C", "C", "N", "H", "H", "H", "H", "H", "H", "H", "C", "C", "C", "C", "N", "H", "H", "H", "H", "H", "H", "H", "C", "C", "C", "C", "N", "H", "H", "H", "H", "H", "H", "H"], "coordinates": [[-0.822, -2.778, 1.977], [-1.211, -2.133, 0.494], [-2.142, -1.001, 0.622], [0.208, -1.650, -0.177], [0.942, -3.292, -1.212], [2.588, -2.956, -2.102], [-0.799, -3.889, -2.704], [-1.488, -5.328, -1.946], [0.040, -4.331, -4.767], [-1.798, -3.275, 2.398], [0.027, -3.565, 1.767], [-0.400, -1.903, 2.649], [-1.771, -2.981, -0.087], [-1.976, -0.325, -0.110], [0.918, -1.270, 0.674], [0.092, -0.785, -0.962], [1.178, -4.496, -0.195], [-1.279, -5.208, -0.958], [0.414, 0.954, 4.711], [1.126, 2.204, 4.204], [0.341, 2.934, 3.111], [0.148, 2.014, 1.917], [-0.013, 1.251, 0.926], [0.289, 0.210, 3.918], [0.997, 0.482, 5.509], [-0.576, 1.201, 5.111], [2.115, 1.919, 3.824], [1.288, 2.887, 5.045], [0.886, 3.828, 2.792], [-0.638, 3.248, 3.487], [0.665, -8.310, -7.807], [0.606, -9.044, -6.472], [-0.567, -8.597, -5.598], [-0.440, -7.114, -5.287], [-0.334, -5.885, -5.029], [0.817, -7.234, -7.671], [1.500, -8.682, -8.409], [-0.260, -8.457, -8.378], [1.550, -8.885, -5.937], [0.521, -10.120, -6.662], [-0.573, -9.162, -4.660], [-1.519, -8.777, -6.109], [1.301, 7.763, 0.259], [2.798, 7.469, 0.220], [3.212, 6.360, 1.189], [2.874, 6.769, 2.613], [2.593, 7.108, 3.795], [0.986, 8.124, 1.243], [1.048, 8.541, -0.468], [0.719, 6.867, 0.017], [3.346, 8.390, 0.453], [3.076, 7.178, -0.799], [4.289, 6.178, 1.113], [2.692, 5.426, 0.949], [1.538, 2.297, -3.900], [2.615, 1.391, -3.313], [2.534, -0.045, -3.835], [1.190, -0.651, -3.467], [0.075, -1.154, -3.161], [0.533, 1.960, -3.628], [1.652, 3.318, -3.521], [1.606, 2.330, -4.994], [2.524, 1.394, -2.220], [3.599, 1.805, -3.555], [3.334, -0.650, -3.396], [2.653, -0.065, -4.924], [-5.388, 3.098, 6.816], [-5.104, 2.460, 5.460], [-3.786, 1.684, 5.432], [-2.631, 2.623, 5.735], [-1.672, 3.403, 5.986], [-4.627, 3.837, 7.083], [-6.352, 3.616, 6.798], [-5.424, 2.339, 7.607], [-5.090, 3.246, 4.695], [-5.926, 1.780, 5.208], [-3.636, 1.235, 4.444], [-3.799, 0.877, 6.173]], "forces_ev_per_angstrom": [[-0.425, 0.717, -1.190], [1.631, 0.169, 0.275], [0.482, 0.134, -0.793], [-0.407, 0.032, 0.162], [1.925, 1.156, -0.437], [-1.797, -0.188, 0.903], [-2.669, -0.201, 3.042], [0.809, 1.011, 1.784], [3.283, 5.050, -2.862], [2.032, 0.926, -0.428], [-1.778, 1.461, 0.544], [-0.996, -1.871, -1.219], [1.093, 1.503, 0.724], [0.138, -1.746, 1.477], [-1.380, -0.620, -1.444], [-0.148, -1.608, 1.874], [-0.016, -0.336, 0.161], [-0.242, -0.572, -2.051], [-0.053, -0.189, 0.028], [0.103, -0.226, 0.321], [0.042, -0.861, -0.796], [-1.212, -4.835, -6.787], [1.295, 6.328, 7.823], [0.001, 0.120, 0.025], [-0.094, 0.071, -0.067], [0.273, -0.073, -0.087], [-0.142, 0.129, -0.019], [-0.069, 0.048, -0.196], [-0.144, -0.133, -0.111], [0.117, -0.109, -0.130], [0.106, -0.003, -0.074], [0.160, -0.290, -0.381], [0.987, 2.038, -0.120], [-0.442, 2.267, 0.747], [-2.154, -9.557, -0.454], [-0.124, -0.115, 0.078], [-0.106, 0.001, -0.003], [0.093, 0.049, 0.048], [-0.206, -0.050, 0.037], [0.056, -0.125, 0.052], [-0.099, -0.040, 0.009], [0.061, 0.232, 0.103], [-0.124, 0.054, -0.058], [-0.215, 0.309, -0.171], [-0.208, 0.529, 0.947], [-1.769, 2.009, 8.090], [2.214, -2.650, -9.429], [0.068, -0.110, -0.081], [0.013, -0.143, 0.069], [0.055, 0.138, 0.041], [0.021, -0.214, -0.015], [0.076, -0.058, 0.183], [-0.171, -0.024, 0.226], [0.026, 0.113, 0.186], [-0.051, 0.146, 0.009], [-0.162, 0.308, 0.100], [-0.934, -0.369, 0.573], [-7.141, -3.591, 1.741], [8.793, 4.445, -2.914], [0.150, -0.045, -0.057], [-0.010, -0.075, -0.085], [-0.041, 0.004, 0.116], [0.062, -0.126, -0.168], [-0.027, -0.164, 0.016], [-0.357, -0.186, -0.002], [-0.180, -0.074, 0.121], [-0.097, 0.072, 0.083], [-0.279, 0.290, 0.113], [0.686, 0.837, 0.074], [6.561, 5.056, 1.695], [-7.690, -6.085, -1.979], [-0.032, -0.141, -0.035], [0.108, -0.103, 0.033], [0.007, 0.121, -0.079], [0.050, -0.218, 0.043], [0.217, -0.003, -0.060], [0.219, 0.080, 0.157], [0.171, 0.175, -0.051]]}